1.
12 unconnected molecules or ions with the total composition C32H70N13O26S in a non-equilibrium geometry, computed with wB97M-V/def2-TZVPD.

Values from the calculation:
HOMO energy (eV): -11.608
DFT total energy (eV): -117707.605
Charge: +1
HOMO-LUMO gap (eV): 7.41

Geometry (Å):
C: 3.619 -0.814 -5.247
C: 2.770 0.159 -4.512
N: 1.514 -0.210 -3.692
C: 0.574 -0.867 -4.704
S: 0.411 0.041 -6.329
C: -1.217 1.035 -6.367
C: -2.308 0.420 -7.456
C: 0.991 1.144 -3.186
N: -0.476 1.090 -2.753
C: -1.022 2.353 -2.940
O: -1.487 3.629 -2.913
C: 1.983 1.888 -2.118
C: 2.737 0.912 -1.046
C: 4.066 1.738 -0.457
C: 3.091 -0.593 -1.587
C: 3.425 -1.662 -0.345
C: 5.072 -1.815 -0.089
C: 5.587 -1.084 1.285
C: 4.776 -1.581 2.653
O: 4.922 -2.868 2.983
O: 4.018 -0.564 3.399
C: 2.586 -0.900 3.382
C: 1.645 0.358 2.900
C: 1.878 -1.175 -2.581
C: 0.617 -1.782 -1.733
O: 0.183 -0.978 -0.580
C: -1.165 -1.343 -0.117
C: -1.145 -2.624 0.948
H: 4.224 -1.705 -4.736
H: 3.683 -0.786 -6.433
H: 3.079 1.308 -4.616
H: 1.053 -1.935 -4.937
H: -0.507 -1.054 -4.295
H: -1.755 1.022 -5.325
H: -0.933 2.113 -6.745
H: -1.774 -0.044 -8.389
H: -3.077 -0.299 -6.930
H: -2.937 1.347 -7.850
H: 0.989 1.842 -4.156
H: 1.346 2.687 -1.502
H: 2.824 2.534 -2.665
H: 2.010 0.822 -0.103
H: 4.079 1.528 0.718
H: 5.055 1.407 -0.990
H: 3.846 2.905 -0.548
H: 4.129 -0.498 -2.170
H: 3.090 -2.747 -0.712
H: 2.841 -1.351 0.621
H: 5.709 -1.459 -1.005
H: 5.316 -2.976 0.042
H: 6.711 -1.447 1.455
H: 5.642 0.088 1.225
H: 2.429 -1.862 2.707
H: 2.296 -1.192 4.494
H: 2.247 1.300 2.554
H: 0.884 0.049 2.065
H: 1.006 0.680 3.840
H: 2.382 -2.114 -3.121
H: 0.989 -2.824 -1.282
H: -0.340 -2.036 -2.356
H: -1.952 -1.491 -0.986
H: -1.552 -0.416 0.529
H: -2.065 -2.461 1.674
H: -1.271 -3.664 0.404
H: -0.178 -2.574 1.626
C: -2.777 -4.461 5.176
N: -1.709 -3.883 4.317
O: -1.791 -2.680 4.042
O: -0.817 -4.654 3.942
H: -3.491 -3.674 5.429
H: -3.265 -5.255 4.606
H: -2.300 -4.853 6.076
C: 9.539 -0.024 -0.907
N: 8.355 -0.165 -1.797
O: 7.505 0.732 -1.755
O: 8.312 -1.173 -2.513
H: 9.444 0.903 -0.338
H: 9.553 -0.888 -0.239
H: 10.427 0.002 -1.541
C: -1.886 2.748 0.393
N: -1.322 2.563 1.757
O: -0.131 2.854 1.922
O: -2.090 2.131 2.625
H: -1.103 3.132 -0.264
H: -2.238 1.774 0.047
H: -2.708 3.463 0.471
C: -3.120 6.318 -1.819
N: -4.092 6.824 -0.813
O: -5.105 6.144 -0.612
O: -3.811 7.890 -0.252
H: -3.494 5.377 -2.229
H: -3.033 7.073 -2.602
H: -2.167 6.164 -1.308
C: -6.470 -7.985 3.934
N: -5.331 -7.029 3.883
O: -4.585 -7.090 2.899
O: -5.219 -6.244 4.832
H: -6.446 -8.611 3.039
H: -6.351 -8.592 4.833
H: -7.391 -7.399 3.970
C: 11.649 -0.896 -5.122
N: 12.556 -0.665 -3.965
O: 13.398 -1.538 -3.722
O: 12.398 0.387 -3.335
H: 11.900 -1.855 -5.581
H: 10.626 -0.907 -4.741
H: 11.801 -0.078 -5.829
C: -6.171 1.674 -4.738
N: -5.157 0.725 -5.273
O: -5.028 0.667 -6.501
O: -4.518 0.066 -4.444
H: -6.653 2.183 -5.574
H: -6.898 1.091 -4.169
H: -5.648 2.389 -4.100
C: -2.385 4.933 4.199
N: -3.357 5.439 5.205
O: -4.370 4.759 5.405
O: -3.075 6.505 5.765
H: -2.758 3.993 3.789
H: -2.298 5.688 3.415
H: -1.432 4.779 4.710
C: -8.770 -0.495 -1.138
N: -8.130 0.125 -2.330
O: -8.878 0.619 -3.181
O: -6.895 0.098 -2.377
H: -9.854 -0.399 -1.229
H: -8.476 -1.546 -1.116
H: -8.408 0.037 -0.256
C: -1.396 -8.797 5.559
N: -2.368 -8.290 6.565
O: -3.381 -8.970 6.766
O: -2.086 -7.224 7.126
H: -1.769 -9.737 5.149
H: -1.309 -8.041 4.776
H: -0.443 -8.950 6.070
C: -3.907 8.259 7.918
N: -4.276 9.683 8.143
O: -5.477 9.972 8.090
O: -3.349 10.471 8.366
H: -4.816 7.684 7.734
H: -3.246 8.224 7.049
H: -3.400 7.904 8.817

2.
A molecular structure, C32H72BrN4 in a non-equilibrium geometry, computed with wB97M-V/def2-TZVPD.

Values from the calculation:
HOMO energy (eV): -16.392
DFT total energy (eV): -110303.425
Charge: +3
HOMO-LUMO gap (eV): 9.94

Geometry (Å):
C: 4.652 1.324 -1.659
C: 3.234 1.875 -1.145
C: 2.149 1.653 -2.195
N: 0.906 2.506 -2.108
C: 0.316 2.676 -0.706
C: 1.053 3.971 -2.651
C: 0.881 3.860 -4.248
C: -0.328 2.888 -4.345
C: -0.157 1.951 -3.085
H: 4.716 1.261 -2.745
H: 4.940 0.332 -1.310
H: 5.423 2.055 -1.414
H: 3.253 2.946 -0.946
H: 2.883 1.307 -0.283
H: 1.916 0.590 -2.126
H: 2.452 1.870 -3.219
H: -0.218 1.754 -0.474
H: -0.282 3.571 -0.539
H: 1.241 2.702 -0.130
H: 0.259 4.588 -2.230
H: 1.944 4.322 -2.131
H: 0.646 4.891 -4.515
H: 1.745 3.478 -4.793
H: -1.319 3.341 -4.371
H: -0.346 2.249 -5.228
H: -1.059 1.889 -2.477
H: 0.041 0.910 -3.339
C: 0.272 2.809 2.742
C: -1.211 2.559 2.370
C: -1.481 2.274 0.877
N: -2.949 1.888 0.439
C: -3.769 3.194 0.257
C: -3.598 0.980 1.446
C: -4.615 0.229 0.635
C: -3.980 -0.182 -0.670
C: -2.947 0.920 -0.786
H: 0.626 3.490 1.968
H: 0.851 1.903 2.564
H: 0.618 3.330 3.635
H: -1.836 3.334 2.815
H: -1.459 1.694 2.985
H: -0.768 1.554 0.475
H: -1.302 3.211 0.349
H: -3.385 3.871 -0.505
H: -3.817 3.520 1.296
H: -4.813 2.945 0.066
H: -4.048 1.391 2.349
H: -3.033 0.117 1.798
H: -5.465 0.904 0.539
H: -5.038 -0.628 1.160
H: -4.747 -0.193 -1.444
H: -3.558 -1.163 -0.889
H: -3.148 1.512 -1.679
H: -1.925 0.542 -0.817
C: -4.001 -2.421 -0.180
C: -2.678 -1.677 0.372
C: -2.533 -2.013 1.853
N: -1.192 -1.626 2.534
C: -0.067 -2.453 1.801
C: -1.237 -2.011 4.001
C: -0.084 -1.247 4.707
C: 0.033 0.012 3.764
C: -0.954 -0.146 2.630
H: -4.753 -2.400 0.609
H: -3.876 -3.494 -0.325
H: -4.312 -1.973 -1.124
H: -2.864 -0.642 0.086
H: -1.917 -2.143 -0.254
H: -2.542 -3.095 1.983
H: -3.321 -1.597 2.480
H: -0.341 -3.508 1.767
H: 0.840 -2.296 2.383
H: -0.017 -2.028 0.798
H: -1.185 -3.097 4.082
H: -2.180 -1.580 4.338
H: 0.796 -1.890 4.703
H: -0.370 -1.015 5.733
H: 1.055 0.133 3.405
H: -0.334 0.874 4.321
H: -0.684 0.248 1.651
H: -1.899 0.338 2.879
C: 4.903 -5.126 0.073
C: 3.525 -4.418 0.103
C: 3.695 -3.010 -0.460
N: 2.371 -2.225 -0.595
C: 1.692 -1.904 0.792
C: 2.772 -0.832 -1.219
C: 1.699 -0.628 -2.352
C: 0.680 -1.660 -2.223
C: 1.424 -2.852 -1.628
H: 5.063 -5.276 -0.995
H: 5.027 -6.081 0.583
H: 5.674 -4.465 0.468
H: 3.238 -4.467 1.153
H: 2.739 -5.023 -0.350
H: 4.253 -3.038 -1.396
H: 4.191 -2.282 0.182
H: 1.216 -2.820 1.142
H: 0.883 -1.192 0.627
H: 2.416 -1.584 1.541
H: 2.610 0.014 -0.552
H: 3.777 -0.875 -1.638
H: 1.266 0.372 -2.389
H: 2.168 -0.605 -3.335
H: -0.101 -1.385 -1.514
H: 0.221 -1.839 -3.195
H: 0.711 -3.454 -1.066
H: 2.125 -3.401 -2.257
Br: -0.037 0.038 -0.060